Here is a structure of composition C5H8O from OMol25. Energies are from wB97M-V/def2-TZVPD.

Output
relative energy (zero: lowest compared OMol25 entry of this formula, charge and spin): 115.4 kcal/mol
2S+1: 1

Each line ends with the Löwdin charge.
Atoms and positions in Å:
C 1.2994 0.2442 0.6381  0.0832
C 0.1057 -0.2343 0.1012  -0.4117
C -0.4450 -1.3626 -0.6795  -0.0712
C -1.1819 -0.7924 0.5260  -0.0681
C 0.0832 1.4251 -0.4055  -0.4178
O -0.7985 2.1338 0.1024  -0.0752
H 2.2637 0.0171 0.1837  0.1112
H 1.2338 1.7094 -0.1448  0.1467
H 1.3102 0.6929 1.6287  0.1211
H -0.8622 -1.1585 -1.6635  0.1040
H 0.0182 -2.3437 -0.5861  0.1026
H -1.2379 -1.3891 1.4334  0.1087
H -2.0390 -0.1468 0.3389  0.1109
H 0.2504 1.2049 -1.4728  0.1557